DFT (ωB97M-V with the def2-TZVPD basis set) results for C9H21BrHfIO2P2 as an isolated structure in a non-equilibrium geometry.

Its energy above the lowest of the compared OMol25 structures with the same formula, charge and spin is 0.0 kJ/mol. As for the total charge: +3. Its spin multiplicity is 1.

Last column: Löwdin charge in e.
Element x y z (Å)
C (-0.002, -0.172, -6.445)  0.032
C (0.009, 0.948, -5.570)  -0.010
H (-0.001, 0.185, -7.511)  0.176
H (-0.918, -0.751, -6.241)  0.135
H (0.906, -0.765, -6.244)  0.136
O (0.018, 1.898, -4.896)  0.345
I (-0.016, -1.615, -3.085)  0.499
Hf (-0.007, -0.761, -0.620)  0.289
P (2.519, -0.168, -0.414)  0.689
C (3.190, 1.184, 0.599)  -0.233
C (3.453, -1.594, 0.264)  -0.240
H (4.524, -1.446, 0.066)  0.079
H (4.450, -0.196, -1.867)  0.076
H (3.119, -2.522, -0.215)  0.053
H (2.947, -0.570, -2.770)  0.001
H (2.805, 1.089, 1.622)  0.072
H (3.278, -1.675, 1.342)  0.065
C (3.396, 0.070, -2.003)  -0.239
H (4.286, 1.141, 0.616)  0.088
H (3.307, 1.116, -2.318)  0.064
H (2.857, 2.145, 0.196)  0.055
P (-2.522, -0.121, -0.411)  0.689
C (-3.166, 1.244, 0.601)  -0.233
C (-3.397, 0.130, -1.999)  -0.239
H (-3.165, -2.463, -0.206)  0.053
H (-4.549, -1.361, 0.074)  0.079
H (-3.307, -1.610, 1.349)  0.065
C (-3.482, -1.529, 0.271)  -0.239
H (-2.959, -0.519, -2.765)  0.001
H (-4.454, -0.117, -1.861)  0.077
H (-4.263, 1.224, 0.618)  0.088
H (-2.814, 2.199, 0.197)  0.055
H (-3.289, 1.173, -2.316)  0.064
H (-2.784, 1.143, 1.624)  0.072
C (0.013, 1.344, 0.064)  -0.145
O (0.024, 2.462, 0.399)  0.208
Br (-0.023, -2.622, 0.998)  0.272

***

DFT (ωB97M-V with the def2-TZVPD basis set) results for C9H21Cl2HfO2P2 as an isolated structure in a non-equilibrium geometry.

As for the total charge: +3. The value obtained for the energy is -58666.8442 eV. Its spin multiplicity is 1.

Last column: Löwdin charge in e.
Element x y z (Å)
C (0.481, 5.076, -0.517)  0.096
C (0.628, 3.617, -0.400)  0.039
H (1.548, 5.340, -0.596)  0.169
H (-0.002, 5.497, 0.374)  0.140
H (-0.127, 5.530, -1.315)  0.178
O (0.661, 2.587, -1.132)  -0.024
Cl (-1.266, 2.852, 1.939)  0.293
Hf (-0.411, 1.435, 0.326)  0.650
P (0.374, -0.447, -1.567)  0.777
C (1.954, -1.352, -1.730)  -0.222
C (-0.774, -1.703, -2.284)  -0.208
H (-0.322, 1.298, -3.169)  0.052
H (0.451, -0.084, -3.981)  0.082
H (1.486, 1.121, -3.204)  0.069
C (0.522, 0.590, -3.114)  -0.238
H (-1.794, -1.380, -2.114)  0.035
H (-0.589, -1.845, -3.347)  0.075
H (2.316, -1.596, -2.730)  0.090
H (1.832, -2.321, -1.249)  0.059
H (-0.589, -2.669, -1.826)  0.057
H (2.762, -0.803, -1.226)  0.048
C (1.556, 0.447, 0.899)  -0.218
O (2.649, 0.231, 1.275)  0.192
Cl (-2.621, 1.014, -0.434)  0.139
C (-2.082, -2.152, 1.428)  -0.221
P (-0.634, -1.057, 1.740)  0.788
C (-1.036, -0.590, 3.506)  -0.235
C (0.655, -2.314, 2.113)  -0.208
H (-2.943, -1.572, 1.080)  0.039
H (-2.347, -2.721, 2.326)  0.085
H (-1.803, -2.906, 0.685)  0.054
H (-1.067, -1.436, 4.219)  0.087
H (-0.283, 0.094, 3.888)  0.044
H (-1.973, -0.033, 3.573)  0.057
H (0.535, -2.741, 3.121)  0.089
H (0.621, -3.143, 1.408)  0.066
H (1.635, -1.861, 2.035)  0.025

***

DFT (ωB97M-V with the def2-TZVPD basis set) results for C9H21ClI2N2OPSYb as an isolated structure in a non-equilibrium geometry.

Its energy above the lowest of the compared OMol25 structures with the same formula, charge and spin is 260.8 kJ/mol. As for the total charge: +2. Its spin multiplicity is 2.

Last column: Löwdin charge in e.
Element x y z (Å)
I (-2.758, -0.999, -6.239)  0.084
I (-3.993, 1.312, -5.594)  0.072
Yb (0.760, 0.664, -0.792)  0.840
P (2.364, 1.896, -2.221)  0.555
C (1.887, 2.091, -3.878)  -0.260
C (2.532, 3.445, -1.379)  -0.248
H (4.125, 0.791, -1.001)  0.037
H (4.586, 1.602, -2.546)  0.070
H (3.776, -0.005, -2.564)  0.070
C (3.857, 0.962, -2.052)  -0.247
H (2.771, 3.317, -0.316)  0.036
H (3.356, 3.910, -1.916)  0.070
H (2.723, 2.650, -4.284)  0.068
H (0.951, 2.650, -3.953)  0.070
H (1.617, 4.044, -1.473)  0.070
H (1.771, 1.122, -4.367)  0.070
C (-0.660, 0.358, -2.528)  -0.047
O (-1.348, 0.239, -3.448)  0.041
Cl (2.187, 0.907, 1.136)  0.024
C (0.919, -0.733, 3.360)  -0.088
N (-0.449, -1.308, 3.191)  -0.165
C (-0.981, -1.975, 4.315)  -0.052
C (-1.193, -1.226, 2.036)  -0.542
S (-0.467, -0.456, 0.750)  0.670
N (-2.433, -1.651, 1.623)  -0.178
C (-3.375, -2.332, 2.429)  -0.045
C (-2.911, -1.420, 0.208)  -0.089
H (1.300, -0.955, 4.370)  0.107
H (0.912, 0.360, 3.278)  0.051
H (1.640, -1.171, 2.661)  0.059
H (-1.862, -1.435, 4.660)  0.113
H (-1.175, -3.013, 4.049)  0.114
H (-0.273, -1.981, 5.136)  0.104
H (-4.300, -1.748, 2.439)  0.118
H (-3.579, -3.301, 1.968)  0.119
H (-3.062, -2.489, 3.444)  0.065
H (-3.010, -0.355, -0.053)  0.079
H (-2.288, -1.921, -0.549)  0.080
H (-3.917, -1.849, 0.100)  0.105

***

DFT (ωB97M-V with the def2-TZVPD basis set) results for C9H21ClINO2PTl as an isolated structure in a non-equilibrium geometry.

As for the total charge: +2. The value obtained for the energy is -49846.3889 eV. Its spin multiplicity is 1.

Last column: Löwdin charge in e.
Element x y z (Å)
C (1.262, -1.510, -1.118)  -0.004
I (0.558, 0.910, -0.389)  1.130
H (0.696, -2.414, -1.411)  0.078
H (1.402, -1.523, -0.054)  -0.044
H (2.150, -1.253, -1.756)  0.034
Tl (-3.257, -2.109, 0.940)  0.601
P (-0.314, 0.643, -2.691)  0.527
C (1.129, 0.955, -3.718)  -0.230
C (-0.954, -0.876, -3.375)  -0.190
H (-2.458, 1.604, -2.593)  0.022
H (-1.703, 1.763, -4.210)  0.096
H (-1.185, 2.841, -2.881)  0.078
C (-1.538, 1.845, -3.130)  -0.214
H (-1.874, -1.070, -2.824)  0.051
H (-1.151, -0.731, -4.446)  0.106
H (0.883, 0.949, -4.784)  0.091
H (1.902, 0.192, -3.571)  0.060
H (-0.194, -1.636, -3.218)  0.041
H (1.541, 1.928, -3.472)  0.066
C (4.073, -0.478, -0.011)  0.014
O (4.899, -0.623, 0.745)  0.095
Cl (-3.513, 0.130, -0.426)  -0.387
C (-0.122, 0.141, 6.005)  -0.039
N (0.128, -0.404, 4.685)  -0.164
C (1.329, -1.211, 4.536)  -0.032
C (-0.785, -0.313, 3.681)  -0.511
C (-1.764, 0.825, 3.709)  0.014
O (-0.694, -1.078, 2.701)  -0.126
H (0.630, -0.305, 6.663)  0.088
H (-1.144, -0.126, 6.350)  0.108
H (0.023, 1.238, 6.005)  0.106
H (1.084, -2.246, 4.247)  0.100
H (2.016, -0.709, 3.838)  0.091
H (1.829, -1.236, 5.508)  0.087
H (-1.286, 1.776, 3.446)  0.102
H (-2.517, 0.639, 2.940)  0.067
H (-2.253, 0.912, 4.678)  0.086